Density functional theory data (ωB97M-V/def2-TZVPD) for 2 unconnected molecules or ions with the total composition C3H9O2 in a non-equilibrium geometry.

Atoms and positions in Å:
1 O -0.6270 0.6503 -0.0871
2 O 1.6541 -0.7447 -1.1388
3 C 0.5741 -1.4140 -0.2748
4 C -0.1113 -0.4416 0.6578
5 C -1.1372 1.6798 0.7158
6 H 1.0708 -2.1865 0.3338
7 H 0.6140 -0.0699 1.4075
8 H -1.9627 1.3185 1.3550
9 H -0.9503 -0.9358 1.1855
10 H -0.3553 2.1028 1.3720
11 H -0.1847 -1.8860 -0.9254
12 H -1.5153 2.4694 0.0546
13 H 1.7396 -0.4968 -2.9637
14 H 1.1911 -0.0455 -1.6921

Values from the calculation:
Net charge: -1
Gap between HOMO and LUMO in hartree: 0.1552
HOMO energy in eV: -0.6544
Multiplicity: 1
E in eV: -7348.033
LUMO in Eh: 0.1311


Density functional theory data (ωB97M-V/def2-TZVPD) for 2 unconnected molecules or ions with the total composition C3H9O2 in a non-equilibrium geometry.

Atoms and positions in Å:
1 O -1.8854 -2.8145 -0.6733
2 O 1.2455 -0.3930 1.6016
3 C 0.7684 0.9959 -0.3374
4 C 1.1981 -0.3592 0.2906
5 C -0.4655 1.5169 0.3914
6 H -1.0045 -2.4308 -0.8255
7 H 2.1362 -0.6289 -0.2412
8 H -1.2038 0.7222 0.3268
9 H -0.2159 1.5738 1.4451
10 H 1.6140 1.6842 -0.1863
11 H -2.2380 -2.1110 -0.1134
12 H 0.6070 0.9385 -1.4166
13 H -0.9386 2.3637 -0.1094
14 H 0.3824 -1.0579 -0.1525

Values from the calculation:
Net charge: -1
Gap between HOMO and LUMO in hartree: 0.2483
HOMO energy in eV: -2.5047
Multiplicity: 1
E in eV: -7351.429
LUMO in Eh: 0.1563


Density functional theory data (ωB97M-V/def2-TZVPD) for 2 unconnected molecules or ions with the total composition C3H9O2.

Atoms and positions in Å:
1 O -0.7870 1.9775 -1.6286
2 O 0.8678 -1.2801 1.7481
3 C 2.1819 -1.0051 1.7951
4 C -1.1802 1.0741 -0.5746
5 C -1.5517 -0.3109 -1.0855
6 H -0.3971 1.0453 0.1809
7 H -0.8900 -1.0787 -0.6669
8 H 2.4342 0.0386 2.1273
9 H 2.6962 -1.0984 0.8085
10 H -2.5781 -0.5108 -0.8016
11 H 2.7477 -1.6428 2.5260
12 H -0.1206 1.5079 -2.1556
13 H -1.4097 -0.3134 -2.1643
14 H -2.0134 1.5968 -0.1088

Values from the calculation:
Net charge: -1
Gap between HOMO and LUMO in hartree: 0.2110
HOMO energy in eV: -1.9342
Multiplicity: 1
E in eV: -7350.635
LUMO in Eh: 0.1399


Density functional theory data (ωB97M-V/def2-TZVPD) for 2 unconnected molecules or ions with the total composition C3H9O2P.

Atoms and positions in Å:
1 P 0.2419 -0.5373 -0.2814
2 O 0.3257 0.4401 -1.5409
3 O -1.1015 -0.0230 0.4722
4 C 0.8095 1.7742 -1.4382
5 C -1.3946 -0.2758 1.8357
6 C 0.0441 -2.1234 -0.8808
7 H -0.3374 -2.8529 -0.1793
8 H 1.4832 1.8623 -0.5759
9 H 0.8553 -2.4936 -1.4875
10 H -1.2268 -1.3227 2.0923
11 H 2.2121 0.7665 1.2193
12 H -0.0296 2.4614 -1.3221
13 H -2.4465 -0.0276 1.9734
14 H -0.7799 0.3592 2.4750
15 H 1.3444 1.9924 -2.3619

Values from the calculation:
Net charge: 0
Gap between HOMO and LUMO (alpha / beta) in hartree: 0.2960 / 0.2698
HOMO energy (alpha / beta) in eV: -8.5581 / -7.7600
Multiplicity: 1
E in eV: -16636.360
LUMO (alpha / beta) in Eh: -0.0185 / -0.0154